A molecular structure, C32H29BrCsFN4O5S in a non-equilibrium geometry, computed with ωB97M-V/def2-TZVPD.

Each line ends with the Mulliken charge.
Element x y z (Å)
Cs 7.167 12.659 14.350  1.3312
Br 6.446 15.494 21.584  -0.2559
C 6.625 15.229 19.671  0.0810
C 6.781 16.409 18.950  -0.6973
C 6.653 16.396 17.575  -0.4335
C 6.404 15.195 16.886  0.0613
C 6.233 13.999 17.612  -0.2821
C 6.351 14.039 19.005  -0.5331
N 6.150 15.261 15.477  -0.3718
C 6.667 16.130 14.731  0.1286
C 6.157 16.226 13.377  0.4684
C 6.432 17.366 12.594  -0.6156
C 5.855 17.428 11.331  -0.3573
C 5.065 16.385 10.881  -0.4607
C 4.762 15.409 11.749  -0.2476
N 5.289 15.285 12.941  -0.3471
H 7.080 17.269 19.440  0.4812
H 6.736 17.312 16.990  0.2965
H 6.001 13.067 17.123  0.7051
H 6.234 13.131 19.577  0.5001
H 7.406 16.919 14.971  0.1605
H 7.139 18.059 13.019  0.3625
H 6.116 18.191 10.584  0.3582
H 4.531 16.451 9.909  0.3198
H 3.990 14.682 11.515  0.4102
O 4.289 9.819 18.131  -0.7671
C 5.372 9.654 17.530  0.5215
O 6.467 9.631 18.210  -0.4025
C 5.460 9.596 15.953  0.6581
O 5.539 8.570 15.326  -0.7272
O 5.516 10.755 15.528  -0.7107
C 8.127 6.343 17.394  -0.9544
C 9.469 6.808 16.963  -0.1429
C 9.368 7.973 15.980  -0.9988
N 8.862 9.191 16.657  0.1736
C 9.514 10.281 16.669  -0.8793
S 8.905 11.728 17.273  -0.2146
N 10.893 10.367 16.168  0.1500
C 12.028 9.998 16.735  0.0750
O 13.125 10.183 16.209  -0.7407
C 11.982 9.341 18.110  0.5660
C 12.856 8.378 18.455  -0.3305
C 13.130 8.052 19.759  -0.6531
C 12.426 8.691 20.775  -0.3485
C 11.450 9.624 20.396  -0.8477
C 11.192 9.910 19.073  0.1660
H 8.192 5.588 18.237  0.3371
H 7.478 5.928 16.556  0.2767
H 7.591 7.176 17.841  0.1138
H 9.879 6.021 16.308  0.2749
H 10.113 6.983 17.786  0.1444
H 8.663 7.658 15.255  0.5338
H 10.308 8.016 15.460  0.3457
H 7.286 9.511 17.615  0.3263
H 11.002 11.085 15.465  0.1601
H 13.462 7.920 17.708  0.4158
H 13.804 7.269 20.012  0.3975
H 12.746 8.465 21.770  0.3969
H 10.944 10.229 21.129  0.3965
H 10.390 10.645 18.853  0.0690
F 8.414 13.855 8.303  -0.3993
C 8.667 14.258 9.573  0.4377
C 8.830 15.602 9.895  -0.5815
C 9.189 15.965 11.193  -0.4953
C 9.430 15.063 12.291  0.6191
C 9.771 15.393 13.580  -1.3378
C 9.357 13.689 11.834  -0.4621
C 9.015 13.309 10.522  -0.5993
H 8.689 16.349 9.154  0.4661
H 9.210 17.059 11.292  0.2254
H 9.853 16.406 13.899  0.3450
H 9.892 14.573 14.373  0.1772
H 9.609 12.908 12.671  0.4191
H 8.939 12.232 10.268  0.3421

The value obtained for the frontier orbital gap (alpha / beta) is 4.551 / 4.552 eV. As for the total energy: -133996.5871 eV. The calculation puts the LUMO energy (alpha / beta) at 3.546 / 3.546 eV. Its spin multiplicity is 1. Its energy above the lowest of the compared OMol25 structures with the same formula, charge and spin is 0.5 kJ/mol. As for the total charge: -2.

---

2 unconnected molecules or ions with the total composition CH5NS in a non-equilibrium geometry, computed with ωB97M-V/def2-TZVPD.

Each line ends with the Mulliken charge.
Element x y z (Å)
S 0.169 1.591 1.852  -0.5310
H 0.838 2.230 0.878  0.0680
C 0.182 -0.750 -1.066  -0.7177
N -0.711 -0.588 -0.066  -0.5789
H 0.230 -1.569 -1.786  0.2771
H 0.981 -0.009 -1.145  0.1207
H -0.424 0.510 1.192  0.3287
H -1.266 -1.415 0.141  0.0331

The value obtained for the frontier orbital gap (alpha / beta) is 4.065 / 7.820 eV. As for the total energy: -13441.5133 eV. The calculation puts the LUMO energy (alpha / beta) at 4.309 / 4.284 eV. Its spin multiplicity is 2. Its energy above the lowest of the compared OMol25 structures with the same formula, charge and spin is 74.1 kJ/mol. As for the total charge: -1.

---

A single C3H5NO3 molecule in a non-equilibrium geometry, computed with ωB97M-V/def2-TZVPD.

Each line ends with the Mulliken charge.
Element x y z (Å)
H 1.794 -0.637 1.712  0.2428
N 0.889 -0.294 1.532  -0.6016
C 0.516 -0.134 0.352  0.5825
C 1.411 -0.344 -0.801  -1.0793
C -0.844 0.368 -0.015  0.6318
O -1.142 0.597 -1.149  -0.6115
O -1.630 0.440 0.999  -0.1511
O -3.034 0.484 0.675  -0.2708
H 1.636 0.415 -1.609  0.2903
H 0.960 -1.229 -1.226  0.2778
H 2.322 -0.571 -0.343  0.3590
H -2.880 0.905 -0.129  0.3300

The value obtained for the frontier orbital gap is 10.473 eV. As for the total energy: -10820.9703 eV. The SMILES is [H]/N=C(\C)C(=O)OO. The calculation puts the LUMO energy at 0.174 eV. Its spin multiplicity is 1. Its energy above the lowest of the compared OMol25 structures with the same formula, charge and spin is 455.2 kJ/mol.

---

A molecular structure, C37H47N8O4PS4Sr in a non-equilibrium geometry, computed with ωB97M-V/def2-TZVPD.

Each line ends with the Mulliken charge.
Element x y z (Å)
Sr -1.825 0.039 0.033  2.6133
C 3.134 5.343 2.738  -1.6844
C 2.191 4.699 1.764  0.5851
C 2.393 3.393 1.330  -0.7230
C 1.494 2.781 0.474  0.3981
C 0.389 3.487 0.032  -0.4325
C 0.198 4.801 0.420  -0.8894
C 1.097 5.406 1.276  -0.8227
S -1.049 2.584 -0.537  1.9141
O -0.611 1.474 -1.359  -0.5326
O -1.985 3.482 -1.161  -0.8652
N -1.497 2.015 0.853  -0.6206
C -2.684 2.295 1.404  0.1546
C -3.110 3.611 1.678  -0.6637
C -4.249 3.798 2.418  -0.5484
C -4.973 2.683 2.837  -1.0865
C -4.529 1.436 2.445  -0.1836
N -3.415 1.234 1.755  0.2945
H 3.625 4.597 3.358  0.3679
H 2.603 6.038 3.385  0.4064
H 3.902 5.907 2.207  0.3271
H 3.248 2.838 1.689  0.4471
H 1.625 1.761 0.141  -0.0233
H -0.665 5.330 0.038  0.5971
H 0.937 6.427 1.593  0.4257
H -2.515 4.442 1.332  0.3624
H -4.567 4.797 2.687  0.4613
H -5.856 2.795 3.446  0.4001
H -5.081 0.537 2.693  0.4533
C 0.373 0.803 2.976  1.1090
C -0.474 -0.338 3.359  -0.0224
N -1.370 -0.892 2.632  1.0089
C -2.011 -1.923 3.254  -0.4512
C -1.548 -2.184 4.517  -0.6092
S -0.298 -1.088 4.940  -0.2310
C -3.135 -2.576 2.610  -0.1395
C -3.866 -3.603 3.148  -0.7982
S -5.178 -4.003 2.124  -0.2349
C -4.659 -2.737 1.022  0.4239
N -3.604 -2.120 1.413  0.6953
C -5.414 -2.482 -0.217  -1.0888
H -0.171 1.409 2.254  -1.2352
H 1.290 0.453 2.501  -0.3346
H 0.630 1.406 3.845  0.6928
H -1.855 -2.931 5.221  0.4768
H -3.726 -4.126 4.073  0.4132
H -6.423 -2.880 -0.139  0.4777
H -4.890 -2.957 -1.050  0.2587
H -5.417 -1.410 -0.416  0.1436
O -3.303 0.504 -1.513  -0.8323
N -2.858 0.200 -2.684  0.4177
C -2.767 1.140 -3.632  0.0027
C -2.391 0.852 -4.925  -1.0655
C -2.083 -0.465 -5.259  -0.3442
C -2.124 -1.418 -4.266  -0.9068
C -2.475 -1.080 -2.953  0.7015
S -2.488 -2.240 -1.707  -0.5118
H -3.014 2.138 -3.305  0.5300
H -2.353 1.641 -5.662  0.4418
H -1.811 -0.727 -6.271  0.4123
H -1.895 -2.455 -4.457  0.4696
O 0.099 -1.010 -0.354  -0.9872
P 1.534 -1.145 -0.626  -2.0040
N 2.368 -1.140 0.829  0.6562
C 1.847 -2.225 1.669  -0.5501
C 2.777 -2.229 2.871  -0.5536
C 4.133 -1.954 2.222  -0.8611
C 3.803 -1.000 1.065  -0.1446
N 2.186 0.046 -1.598  1.0228
C 3.534 0.591 -1.687  -0.1265
C 3.607 1.284 -3.056  -0.9168
C 2.149 1.387 -3.504  -0.6352
C 1.529 0.138 -2.897  0.5448
N 1.776 -2.649 -1.329  0.9875
C 3.068 -3.135 -1.785  -0.3528
C 2.737 -4.429 -2.530  -0.7606
C 1.381 -4.104 -3.150  -0.9073
C 0.690 -3.351 -2.016  0.7883
H 1.898 -3.184 1.139  0.6135
H 0.801 -2.036 1.905  -0.3997
H 2.756 -3.176 3.407  0.3938
H 2.511 -1.428 3.562  0.1963
H 4.556 -2.881 1.833  0.3537
H 4.849 -1.520 2.918  0.4405
H 4.407 -1.238 0.188  0.0528
H 4.013 0.039 1.340  0.1274
H 4.312 -0.176 -1.614  0.1406
H 3.690 1.311 -0.877  0.1031
H 4.171 0.667 -3.758  0.3290
H 4.094 2.256 -2.993  0.4254
H 2.049 1.420 -4.588  0.5110
H 1.678 2.271 -3.073  0.1691
H 1.736 -0.744 -3.523  0.2861
H 0.455 0.230 -2.757  -1.0671
H 3.741 -3.311 -0.939  0.0670
H 3.558 -2.424 -2.466  0.1671
H 2.624 -5.247 -1.817  0.3430
H 3.499 -4.698 -3.261  0.4008
H 0.824 -4.988 -3.453  0.4502
H 1.512 -3.454 -4.018  0.2547
H 0.208 -4.050 -1.322  0.2826
H -0.075 -2.656 -2.361  -0.8424

The value obtained for the frontier orbital gap is 6.993 eV. As for the total energy: -112711.9374 eV. The calculation puts the LUMO energy at 0.428 eV. Its spin multiplicity is 1. Its energy above the lowest of the compared OMol25 structures with the same formula, charge and spin is 322.5 kJ/mol.

---

Q: Among the records above, which one has the highest energy above the lowest of the compared OMol25 structures with the same formula, charge and spin?
A: C3H5NO3

---

Q: Which of these has the highest total energy?
A: C3H5NO3

---

Q: The lowest total energy belongs to which entry?
A: C32H29BrCsFN4O5S